The following is a DFT calculation (ωB97M-V/def2-TZVPD) of a 8-piece molecular cluster, C12H40N11O8 overall.

- Energy above the lowest of the compared OMol25 structures with the same formula, charge and spin: 14.3 kJ/mol
- Total charge: -1
- Kohn-Sham gap: 4.498 eV
- E_LUMO: 0.068 hartree

Geometry (Å):
H  -5.43385  3.47106  4.28518
H  3.73147  -1.94731  -5.90672
H  1.60449  -0.21500  -1.12828
N  -6.44354  1.70488  -3.76752
H  -4.03758  3.08215  2.41140
H  -2.79803  2.39000  3.48592
C  -4.02895  5.65917  4.02796
H  -4.18196  0.65226  -2.01645
H  4.81077  -0.47264  -6.22506
H  -4.21903  8.27424  4.78158
O  -4.85986  2.85158  -2.71221
C  -3.64823  4.19976  4.32480
H  -0.36757  -4.55161  2.78925
O  3.33286  0.59681  -7.81205
C  5.17676  -7.86138  2.21523
H  0.35008  -1.55830  -1.41294
N  5.91389  -0.77943  1.93851
H  0.94232  5.14514  -6.39319
H  6.48666  -0.42089  1.18785
H  -1.69271  -4.34005  1.60613
H  -0.62522  5.20202  -5.50011
H  4.73117  -1.86137  -7.30202
H  -4.97115  5.70393  3.48175
N  -4.69425  3.50778  4.97201
N  5.71175  -8.98842  1.89939
N  -0.74707  -5.28758  3.36754
H  -5.78039  7.50662  5.13708
H  5.27250  -3.05887  3.83283
C  -5.36891  1.80110  -3.03422
H  -4.71923  7.99474  6.40539
H  3.82544  -6.59221  1.20527
O  2.21731  4.13584  -4.59843
H  -2.77041  4.37976  4.94539
O  7.39211  -2.13259  2.94429
H  0.36825  3.48641  -2.92709
C  -3.25686  3.31460  3.13565
H  2.58755  -1.30983  -8.02580
H  -6.85856  2.60319  -3.96977
C  4.14671  -1.23941  -6.62404
H  6.21784  -9.45164  2.64061
N  4.39198  -7.42695  1.25353
C  0.99146  4.37223  -4.63193
H  5.70885  -9.44136  0.99665
C  2.85941  -0.60334  -7.24154
H  -7.05760  0.91627  -3.62222
H  -5.07806  4.17928  5.62153
H  -3.09626  -5.48776  1.43430
H  -2.45029  3.80620  2.59170
H  2.03910  -1.85836  -1.59161
H  -0.94204  4.12914  -3.88653
H  3.24446  1.09430  -6.99578
N  0.34449  4.93995  -5.60542
O  -2.44056  -6.74219  3.43489
C  6.24888  -1.76898  2.63739
H  -5.44583  -0.21267  -2.96918
H  4.28622  -1.97519  2.93742
N  -2.28729  -5.10184  1.89984
H  4.95407  -0.82275  1.62711
H  4.62955  -7.83453  0.36048
O  5.16793  -7.34626  3.29858
H  -0.17879  -5.66365  4.11301
H  -3.37560  6.20894  3.35047
C  1.32434  -1.26314  -1.02334
H  2.04094  -0.48230  -6.53192
C  -4.72649  7.54465  5.41268
C  -1.87247  -5.79321  2.92477
O  -4.12405  6.28729  5.36324
O  1.22714  -1.58577  0.34460
N  0.04410  3.94783  -3.76502
N  5.20800  -2.22579  3.26545
N  -4.95248  0.61573  -2.66842

=====

The following is a DFT calculation (ωB97M-V/def2-TZVPD) of a 3-piece molecular cluster, C23H48N3O7S overall.

- Total charge: -1
- Kohn-Sham gap (alpha / beta): 6.758 / 6.068 eV
- Multiplicity: 3
- E_LUMO (alpha / beta): 0.073 / 0.048 hartree

Geometry (Å):
C  0.18407  1.21818  -4.50008
C  4.82187  -2.18130  0.63878
H  2.23241  1.78092  -3.96043
C  -2.06945  -0.49619  3.01876
H  1.00444  2.61638  -2.99263
H  -3.28904  1.43952  -4.74861
C  -5.52731  0.11162  3.35798
H  4.63101  1.27593  3.63659
H  -3.09097  -2.14784  3.54829
C  3.99156  0.21114  0.42243
H  4.71740  -2.43366  3.80091
C  -4.48904  -0.95095  2.72545
H  1.79555  -1.11205  -0.52432
H  -3.08367  -0.98006  -4.22450
H  -0.04362  -2.63419  -2.73893
H  5.76945  -1.18363  3.09388
H  0.90299  1.90545  -6.45227
C  2.67221  -1.74870  -0.37540
H  -2.25926  0.61082  -5.89673
H  4.57135  0.23700  -0.50628
H  4.95276  1.94234  1.26074
H  -6.19947  -0.45012  4.07411
H  3.12146  1.44838  2.76644
O  -6.20172  0.71403  2.23806
C  3.62890  -0.61486  3.23181
H  5.44508  -2.24988  1.52354
C  4.78200  0.89636  1.52819
C  -1.20143  1.89556  -4.50082
H  1.48117  0.30462  -6.01663
O  0.22510  0.27626  -2.41061
O  -6.25347  2.90826  3.73455
H  5.48301  -1.85911  -0.17272
H  -2.55199  0.04679  -2.91869
H  -0.18339  0.56876  -6.58973
H  -1.21314  2.73068  -5.20955
H  -4.25873  -0.59310  1.66803
H  -3.06528  1.17812  1.80126
C  4.01998  0.82620  2.84631
H  -3.52005  2.42926  3.82022
C  4.89531  -1.35833  3.72031
O  1.71208  -0.90434  2.00771
C  0.61467  0.96885  -5.96548
H  3.27521  -0.13120  5.33731
H  5.19342  -1.01012  4.71393
O  -6.91498  2.99307  1.38020
N  -3.29102  -1.13500  3.58826
H  -1.76198  -2.84422  -3.08695
C  -0.73082  -1.82410  -5.21368
N  2.97439  -1.36428  2.11128
H  4.51467  -3.20861  0.42115
C  1.23618  2.23247  -3.98763
H  -1.80385  2.95259  3.58024
H  3.21085  -1.76183  -1.32845
C  -0.99654  -2.10544  -2.82948
H  -5.02627  -1.94386  2.62760
N  0.21198  -0.05880  -3.71540
H  3.09174  0.80445  0.22321
H  -1.68184  -2.24134  -5.56082
H  2.32247  -2.76635  -0.18023
H  -0.93476  0.82768  1.14948
O  -8.52751  1.94721  3.01739
H  1.28841  3.10241  -4.64748
C  -0.92990  -1.00297  -3.91708
C  -2.32758  0.93062  -4.85147
O  -1.00180  1.41600  1.93201
H  -1.40514  2.33069  -3.51603
C  -2.29307  -0.28153  -3.93177
H  -1.26180  -1.71380  -1.84355
H  -4.89918  0.82110  3.97320
C  3.59797  -1.24143  0.75871
H  5.77214  0.43750  1.62192
H  -0.04603  -2.66217  -5.05270
H  -1.29498  -0.48406  3.86391
H  2.42429  -1.57558  4.79032
H  -2.13608  1.62034  4.80666
S  -6.96272  2.15121  2.64615
C  -2.25816  1.02737  2.58531
C  -2.44774  2.03329  3.80181
H  -0.31989  -1.27559  -6.05389
H  1.83822  0.04026  4.35640
C  2.73350  -0.56875  4.49452
H  -1.58662  -1.11035  2.17573

=====

The following is a DFT calculation (ωB97M-V/def2-TZVPD) of one molecule with the formula C5H9BrO.

- Energy above the lowest of the compared OMol25 structures with the same formula, charge and spin: 125.5 kJ/mol
- Total charge: 0
- SMILES: CC(C)C(=O)CBr
- Kohn-Sham gap: 9.496 eV
- E_LUMO: 0.031 hartree

Geometry (Å):
H  -0.23299  0.65931  1.70855
H  0.46153  1.35203  -0.59713
H  2.43931  -2.24864  -0.19992
C  -1.27649  0.64904  -1.46188
H  -2.06018  -0.06906  -1.49775
H  -1.17954  1.95163  1.25376
C  0.52770  -0.90262  -0.09485
H  -0.64716  0.76755  -2.43991
Br  3.36769  -0.37218  1.16659
H  -1.91639  0.36102  1.29246
C  2.02194  -1.68821  0.66353
H  1.57739  -2.01411  1.62576
O  -0.10237  -1.73370  -0.62902
C  -0.35296  0.65847  -0.31676
C  -0.93979  0.95621  1.06206
H  -1.68770  1.67327  -1.53549

=====

The following is a DFT calculation (ωB97M-V/def2-TZVPD) of C14H24CeI2LaN2O3S2 as an isolated structure.

- Total charge: +4
- Kohn-Sham gap (alpha / beta): 5.677 / 5.477 eV
- Multiplicity: 2
- E_LUMO (alpha / beta): -0.553 / -0.561 hartree

Geometry (Å):
H  3.94085  -4.54842  2.94832
C  -2.14400  -2.01327  -2.57443
H  1.09884  3.46018  -1.73512
H  0.47943  3.71615  2.59240
S  -2.44292  -0.20530  -0.55843
H  -1.12381  -2.21153  -2.20260
C  -4.47648  -1.27036  -1.91787
H  2.40430  4.18383  -0.70370
N  1.86887  -0.92196  1.33707
C  -0.06906  5.15511  0.14890
S  -0.78620  2.67760  0.39429
O  -3.14548  0.78484  -5.04141
N  3.40302  -2.69231  2.05771
H  -0.87886  5.36690  0.88103
H  1.72496  2.60879  1.84984
H  5.19400  -1.93826  1.20699
H  0.68742  5.95797  0.21929
H  -2.53051  -2.91065  -3.09181
I  -2.46637  0.76690  3.02925
H  -2.12284  -1.16823  -3.28552
Ce  -2.66628  2.22132  -1.39325
H  2.68231  -4.67054  1.63982
H  -4.94230  -2.15211  -2.39841
H  -5.13901  -0.91461  -1.09973
C  -3.08893  -1.68476  -1.41860
H  2.02935  4.37204  1.91663
O  0.57707  -3.72217  -0.47493
C  4.79841  -2.16372  2.21855
O  -0.50254  4.58913  -3.74679
H  2.24371  -4.00159  3.30409
C  0.32879  -2.59360  -0.41932
C  2.50612  -1.86857  1.67766
H  -2.11557  -3.02003  0.03009
H  5.40479  -2.95154  2.70832
H  -3.75950  -2.44915  0.53644
C  -0.93650  3.69652  -3.16373
C  3.02772  -4.08691  2.51995
C  0.61410  3.79829  0.37711
H  -0.48844  5.21654  -0.88056
C  1.23587  3.61318  1.77894
H  -4.40243  -0.49000  -2.70609
La  -0.00980  0.14601  0.48941
H  4.74155  -1.26188  2.86238
C  -2.70011  1.11694  -4.03138
H  -3.57098  -3.70627  -0.74196
C  -3.13802  -2.77209  -0.32929
I  -4.44656  2.67422  0.76228
H  2.03527  2.42255  -0.58264
C  1.59270  3.43152  -0.74244

=====

The following is a DFT calculation (ωB97M-V/def2-TZVPD) of a 2-piece molecular cluster, C4H11O3 overall.

- Energy above the lowest of the compared OMol25 structures with the same formula, charge and spin: 164.2 kJ/mol
- Total charge: -1
- Kohn-Sham gap: 7.724 eV
- E_LUMO: 0.152 hartree

Geometry (Å):
H  -1.47174  0.93591  1.09093
O  -0.09520  -2.58233  -1.54406
H  0.61314  -2.58651  -0.82645
H  2.24788  1.57384  1.19508
C  0.94261  0.84305  -0.57869
H  1.66272  1.17184  -1.26730
H  -2.45999  0.13629  -0.27781
O  -0.93647  -0.97514  0.26900
H  0.22741  -0.17445  1.48258
C  -1.42243  0.30676  0.05571
O  0.74589  0.50004  2.04496
H  -0.70190  -1.83650  -1.20307
C  1.21827  1.33881  0.94160
H  0.74553  2.27644  1.15157
H  1.16101  -0.21053  -0.33976
C  -0.48545  0.88697  -1.01069
H  -0.76612  1.96606  -1.33950
H  -0.57640  0.51755  -2.06412

=====

The following is a DFT calculation (ωB97M-V/def2-TZVPD) of C2H3O2PZn as an isolated structure.

- Total charge: +2
- Kohn-Sham gap: 7.063 eV
- E_LUMO: -0.473 hartree

Geometry (Å):
C  -0.34001  0.41381  -0.99079
P  1.32370  -0.37536  0.67077
O  0.15554  -1.59403  0.07153
C  0.43543  -0.84488  -1.03482
H  2.52767  -1.03075  0.29947
H  0.08733  1.23011  -1.59863
H  0.79722  -1.32438  -1.94886
Zn  -2.12619  -0.99208  0.47749
O  -1.53846  0.39220  -0.59440

=====

The following is a DFT calculation (ωB97M-V/def2-TZVPD) of a 2-piece molecular cluster, C2H2FN overall.

- Energy above the lowest of the compared OMol25 structures with the same formula, charge and spin: 430.4 kJ/mol
- Total charge: 0
- Kohn-Sham gap (alpha / beta): 9.816 / 8.869 eV
- E_LUMO (alpha / beta): -0.048 / -0.022 hartree

Geometry (Å):
H  1.05876  0.76134  -1.70002
F  0.61356  -1.45411  -0.17355
C  -0.84550  0.37035  0.11734
C  0.19805  -0.38420  0.44959
H  0.84803  -0.21314  1.24902
N  -1.87290  0.91976  0.05763

=====

The following is a DFT calculation (ωB97M-V/def2-TZVPD) of a 2-piece molecular cluster, C2H4N2O3 overall.

- Energy above the lowest of the compared OMol25 structures with the same formula, charge and spin: 411.6 kJ/mol
- Total charge: 0
- SMILES: CN=C=O.O=NO
- Kohn-Sham gap: 10.582 eV
- E_LUMO: 0.016 hartree

Geometry (Å):
N  -2.78667  -0.48045  1.16867
H  1.83272  1.79515  -0.00680
H  -1.86795  -1.01235  -0.51118
O  -0.34198  -1.61918  -0.84644
O  -3.53519  0.33283  1.50260
C  2.20768  0.81624  0.00909
C  0.44725  -0.81909  -0.65182
N  1.19222  0.08283  -0.66939
H  3.02075  0.84008  -0.73047
O  -2.58806  -0.34388  -0.24142
H  2.41922  0.40782  0.97717

=====

The following is a DFT calculation (ωB97M-V/def2-TZVPD) of one molecule with the formula C4H8O2.

- Energy above the lowest of the compared OMol25 structures with the same formula, charge and spin: 526.9 kJ/mol
- Total charge: 0
- Kohn-Sham gap: 8.179 eV
- E_LUMO: 0.026 hartree

Geometry (Å):
O  -0.70005  1.40677  -0.52529
H  0.13530  1.62030  1.35615
C  2.09831  -0.60153  0.02501
H  1.86679  -0.88611  -1.02652
H  1.28277  1.67923  -0.05744
H  -0.29335  -1.28079  -1.04492
O  0.57220  -0.18331  0.46985
C  -0.58840  -0.84142  -0.08924
H  -2.26690  0.21565  -1.06660
C  0.36528  1.25515  0.34613
H  -2.11385  0.49032  0.69713
H  2.11944  -1.57953  0.54902
H  -0.91446  -1.61594  0.60659
C  -1.56308  0.32121  -0.23988

=====

The following is a DFT calculation (ωB97M-V/def2-TZVPD) of a 8-piece molecular cluster, H17O8 overall.

- Energy above the lowest of the compared OMol25 structures with the same formula, charge and spin: 85.3 kJ/mol
- Total charge: +1
- Kohn-Sham gap: 9.838 eV
- E_LUMO: -0.120 hartree

Geometry (Å):
H  19.87465  16.52435  -2.66240
O  13.83158  16.85152  -3.02184
H  17.28733  14.44129  1.30494
H  16.48997  15.76527  -2.84888
O  18.77430  18.29724  -4.35922
H  19.70952  15.06476  -3.10464
O  17.08177  15.05402  0.59059
O  15.77816  14.31785  -2.50851
H  14.81681  16.46763  -1.17171
H  15.72599  16.28814  0.07520
H  14.83714  14.15876  -2.64543
H  13.37770  16.58918  -3.82946
H  13.83486  17.81588  -3.03212
H  14.90810  17.34423  -5.93279
H  15.77397  16.29341  -6.64137
H  18.94086  17.71762  -5.11234
O  16.73054  16.57342  -3.38899
O  19.21627  15.82510  -2.77511
H  17.86106  15.05234  0.02460
O  15.59662  16.68798  -5.77927
H  16.08861  13.57230  -1.98317
H  16.33891  16.41282  -4.29762
H  18.31027  19.05473  -4.73465
H  17.72225  16.67273  -3.46673
O  15.02817  16.84416  -0.31244

=====

The following is a DFT calculation (ωB97M-V/def2-TZVPD) of one molecule with the formula C6H7N3OS.

- Energy above the lowest of the compared OMol25 structures with the same formula, charge and spin: 234.2 kJ/mol
- Total charge: 0
- Kohn-Sham gap (alpha / beta): 7.349 / 7.690 eV
- E_LUMO (alpha / beta): -0.043 / -0.018 hartree

Geometry (Å):
H  -1.05036  1.82601  2.24801
C  0.21309  0.82311  -0.94716
N  0.15855  0.52968  -2.20972
C  1.67937  -0.76537  -1.22890
H  -2.17425  -0.06719  -0.57520
H  1.25698  -0.84601  1.63206
H  1.91839  0.89965  1.52133
H  2.43195  -1.48516  -0.98166
C  1.41336  0.06053  1.07793
O  -1.62332  -0.73955  2.45129
H  -2.40254  -1.56022  0.23920
N  -1.96100  -0.65700  0.21230
S  -0.69486  2.08647  -0.11473
C  1.08143  -0.44636  -2.41250
H  1.23603  -0.86125  -3.38733
C  -1.58128  -0.11303  1.40684
N  1.15608  0.07396  -0.27584
C  -1.05760  1.24174  1.34408

=====

The following is a DFT calculation (ωB97M-V/def2-TZVPD) of one molecule with the formula C20H16N2O3.

- Energy above the lowest of the compared OMol25 structures with the same formula, charge and spin: 20.4 kJ/mol
- Total charge: 0
- SMILES: Cc1ccc(C(=O)[C@@H](OC(=O)c2cnccn2)c2ccccc2)cc1
- Kohn-Sham gap: 9.104 eV
- E_LUMO: -0.003 hartree

Geometry (Å):
C  -3.93527  2.87689  0.31597
H  -1.26337  -1.26132  2.41062
H  -3.95174  -3.02765  1.12723
H  -0.31413  -2.97088  -2.10861
H  -4.75069  3.35365  0.84179
C  2.56507  1.52064  0.71304
O  -0.82788  0.37146  -2.60588
N  -3.10137  1.14130  -1.05858
H  5.99713  0.07106  -0.25330
C  -1.73034  2.86605  -0.17886
C  -1.86902  -2.63833  0.88772
C  -1.58161  -3.12199  -0.38575
C  4.89899  1.21512  1.18552
H  0.59628  -0.32881  1.12037
H  1.75669  0.85104  -2.38576
C  -0.02374  -1.09735  0.68463
C  2.70022  0.78387  -0.45522
C  -3.01905  -3.20073  1.66283
O  0.36976  1.20626  -0.89634
O  1.97281  -1.66763  -2.21271
H  3.55076  2.31440  2.43277
H  1.60445  1.93467  0.97893
C  1.52431  0.51613  -1.36472
C  3.66378  1.73636  1.52744
H  -5.08427  1.27095  -0.58502
N  -2.74486  3.44205  0.44194
C  -1.06676  -1.63362  1.41503
C  -0.75687  1.00827  -1.59078
H  4.04401  -0.31475  -1.70470
C  -0.53363  -2.60619  -1.11714
H  5.75327  1.38303  1.82412
C  0.24571  -1.57255  -0.59650
H  -2.19111  -3.90995  -0.80343
C  -4.11548  1.73225  -0.45432
C  -1.90133  1.69491  -0.91978
H  -2.90284  -4.27676  1.78532
C  1.30184  -1.01002  -1.45622
H  -0.76692  3.34689  -0.08769
C  3.94318  0.26519  -0.79984
H  -3.09165  -2.74304  2.64608
C  5.03569  0.47913  0.01983

=====

Copy entry 8 word for word.
The following is a DFT calculation (ωB97M-V/def2-TZVPD) of a 2-piece molecular cluster, C2H4N2O3 overall.

- Energy above the lowest of the compared OMol25 structures with the same formula, charge and spin: 411.6 kJ/mol
- Total charge: 0
- SMILES: CN=C=O.O=NO
- Kohn-Sham gap: 10.582 eV
- E_LUMO: 0.016 hartree

Geometry (Å):
N  -2.78667  -0.48045  1.16867
H  1.83272  1.79515  -0.00680
H  -1.86795  -1.01235  -0.51118
O  -0.34198  -1.61918  -0.84644
O  -3.53519  0.33283  1.50260
C  2.20768  0.81624  0.00909
C  0.44725  -0.81909  -0.65182
N  1.19222  0.08283  -0.66939
H  3.02075  0.84008  -0.73047
O  -2.58806  -0.34388  -0.24142
H  2.41922  0.40782  0.97717

=====

> Which formula does entry 5 have?

C4H11O3